--- one ---
12
Properties=species:S:1:pos:R:3 method="wB97M-V/def2-TZVPD" homo_ev=-8.65 total_charge=0 molar_mass_g_mol=100.096 smiles=Cn1cncc1F orbital_gap_ev=9.45 lumo_energy_ev=0.796
C -0.5033 1.8851 0.4479
C 1.4022 0.3584 0.3202
C 0.4736 -1.5579 -0.3029
C -0.5350 -0.5592 -0.2140
H -0.9889 1.8603 1.5477
H -1.3999 1.8129 -0.3763
H 0.3303 2.6180 0.4678
H 1.9779 1.1773 0.9338
H 0.6344 -2.6176 -0.8812
N 0.0740 0.5900 0.2478
N 1.5455 -0.8809 -0.0743
F -1.8794 -0.3970 -0.4904


--- two ---
12
Properties=species:S:1:pos:R:3 method="wB97M-V/def2-TZVPD" homo_ev=-9.28 total_charge=0 molar_mass_g_mol=100.096 smiles="C=N/N=C/C=C/F" orbital_gap_ev=9.38 lumo_energy_ev=0.106
C -2.2478 -0.4405 0.0036
C -1.6520 0.7487 0.0145
C -0.1957 0.8869 -0.0041
C 2.7336 -0.7068 0.0036
H -1.7200 -1.3872 0.0075
H -2.2656 1.6429 0.0017
H 0.2233 1.8994 -0.0127
H 2.3790 -1.7439 0.0070
H 3.7975 -0.4921 0.0054
N 0.5906 -0.1257 -0.0033
N 1.9317 0.2833 -0.0128
F -3.5744 -0.5650 -0.0104


--- three ---
12
Properties=species:S:1:pos:R:3 method="wB97M-V/def2-TZVPD" homo_ev=-9.34 total_charge=0 molar_mass_g_mol=100.096 orbital_gap_ev=9.49 lumo_energy_ev=0.158
C 0.0747 0.5282 1.1848
C -0.8336 -0.2655 -1.0643
C -1.6383 0.8216 -0.1762
C 1.4370 -1.0290 -0.3685
N -1.0060 1.1334 1.0654
N 0.2045 -0.3512 -0.2289
F -1.6677 1.9965 -0.9965
H 0.7717 0.3200 1.8435
H -2.6640 0.4673 -0.1012
H 1.5622 -1.6247 0.5340
H 2.2357 -0.2912 -0.4780
H 1.5238 -1.7053 -1.2141


--- four ---
12
Properties=species:S:1:pos:R:3 method="wB97M-V/def2-TZVPD" homo_ev=-9.58 total_charge=0 molar_mass_g_mol=100.096 orbital_gap_ev=9.82 lumo_energy_ev=0.232
C -1.4867 -0.1009 -0.0910
C -1.2433 1.1967 -0.2366
C -0.5710 -1.2520 -0.1429
C 2.2257 0.1798 0.3381
H -2.0822 1.9045 -0.1947
H -0.2598 1.5828 -0.4264
H -1.0671 -2.2044 -0.0126
H 2.3711 -0.4085 1.3037
H 2.8216 1.0719 0.1656
N 0.6841 -1.3113 -0.3077
N 1.3625 -0.1468 -0.5438
F -2.7548 -0.5118 0.1482


Computed energies relative to the best structure, in eV: one 0.224; two 0.000; three 1.351; four 0.120


--- one ---
16
Properties=species:S:1:pos:R:3 method="wB97M-V/def2-TZVPD" homo_ev="-7.28 / -7.29" total_charge=0 molar_mass_g_mol=133.582 orbital_gap_ev="7.37 / 7.25" lumo_energy_ev="0.090 / -0.040"
C 1.5968 1.6220 0.3279
C 2.4387 0.4980 0.2241
C -1.2438 0.1201 -0.1604
C 0.8153 -1.1431 -0.5606
N 1.1902 2.3200 -0.6779
N 3.5843 0.0875 0.3426
N -0.4745 -1.0337 -0.0286
Cl 1.5664 -2.6238 -0.1303
H 1.1351 1.7614 1.3032
H -0.7054 0.9917 0.1257
H -1.5880 0.3750 -1.1540
H -2.1016 0.0517 0.5348
H 0.8259 -1.0613 -1.6499
H 0.4435 3.0734 -0.2343
H 3.7869 -0.8505 0.2463
H -0.4975 -1.3794 0.9533


--- two ---
16
Properties=species:S:1:pos:R:3 method="wB97M-V/def2-TZVPD" homo_ev=-9.30 total_charge=0 molar_mass_g_mol=133.582 smiles="N[C@H]1C=NNC[C@H]1Cl" orbital_gap_ev=10.21 lumo_energy_ev=0.909
C 0.7944 -0.7003 -0.5604
C 1.3917 -0.9324 0.8101
C -0.8740 0.5412 0.9753
C -0.6811 -0.2788 -0.2494
H 1.3093 0.6152 -1.9754
H 2.5611 0.2988 -0.9292
H 0.9280 -1.6139 -1.2567
H 2.3272 -1.4308 0.8862
H -0.3748 0.3451 3.0284
H -1.9157 0.8304 0.9473
H -0.3314 1.4803 0.8591
H -1.3758 -1.0654 -0.2700
N 1.6178 0.4110 -1.0445
N 1.0097 -0.6977 1.9929
N -0.3905 -0.2494 2.1363
Cl -1.3278 0.7362 -1.6904


Computed energies relative to the best structure, in eV: one 2.749; two 0.000


--- one ---
22
Properties=species:S:1:pos:R:3 method="wB97M-V/def2-TZVPD" homo_ev=-13.97 total_charge=+1 molar_mass_g_mol=124.160 orbital_gap_ev=10.64 lumo_energy_ev=-3.331
O 0.1942 -1.7775 -2.0226
C -0.6666 -1.4683 -1.2532
C -0.3112 -0.7934 0.0905
C -1.6470 -0.0602 0.4444
C -2.4666 -1.1239 1.1124
N 0.8354 0.2058 -0.2575
H -1.7526 -1.5358 -1.5180
H 0.0878 -1.5509 0.7680
H -2.0351 0.5055 -0.3979
H -1.3272 0.7634 1.1727
H -2.3505 -1.3996 2.1690
H -3.4728 -0.6901 1.2989
H -2.7986 -1.9915 0.5339
H 0.5986 1.1006 0.2517
H 0.8220 0.5940 -1.2131
H 1.7442 -0.1358 0.1080
H 3.1840 0.0246 1.9332
H 3.5268 0.6011 0.4952
O 3.2091 -0.1662 0.9870
H 2.1987 2.9577 -2.0170
H 0.8075 3.2242 -1.4013
O 1.6198 2.7161 -1.2845


--- two ---
22
Properties=species:S:1:pos:R:3 method="wB97M-V/def2-TZVPD" homo_ev=-14.01 total_charge=+1 molar_mass_g_mol=124.160 orbital_gap_ev=11.17 lumo_energy_ev=-2.846
C 1.2361 -1.2113 0.1718
C 0.9413 0.2392 0.5070
C 0.4923 0.4869 1.9353
C 0.1998 1.9127 2.2761
O 0.4632 2.7868 1.4957
N -0.1444 0.7654 -0.4220
H 0.3470 -1.7449 -0.1578
H 1.6411 -1.6790 1.0582
H 2.0435 -1.3658 -0.5449
H 1.7636 0.8834 0.1896
H 1.4309 0.3469 2.4946
H -0.0875 -0.3525 2.2951
H -0.2601 2.0686 3.2627
H -1.0742 0.3925 -0.2486
H 0.1406 0.6052 -1.4089
H -0.1260 1.7796 -0.3549
H -0.7076 0.4656 -3.7391
H 0.0334 -0.8803 -3.6541
O -0.4114 -0.2090 -3.1174
H -3.2829 -1.3946 -0.8293
H -2.2546 -2.4110 -0.7309
O -2.3839 -1.4846 -0.4780


Computed energies relative to the best structure, in eV: one 1.199; two 0.000


--- one ---
16
Properties=species:S:1:pos:R:3 method="wB97M-V/def2-TZVPD" homo_ev=-4.08 total_charge=-1 molar_mass_g_mol=118.112 orbital_gap_ev=7.54 lumo_energy_ev=3.457
C 0.7376 0.0179 2.2503
C -0.6362 0.7600 2.2936
O -0.6296 1.8900 1.7437
O -1.5925 0.1788 2.8582
H 1.2655 0.1782 3.1816
H 1.2958 0.6254 1.5303
H 0.6518 -1.0212 1.9450
C -0.6413 -0.7504 -0.9140
C -0.0255 -0.6304 -2.2864
O 0.0065 -1.5215 -3.1098
N 0.6330 0.5571 -2.4888
H 1.0230 0.7668 -3.4041
H 0.3779 1.4164 -1.9993
H -0.0622 -1.3699 -0.2303
H -1.5968 -1.2707 -1.0095
H -0.8071 0.1734 -0.3605


--- two ---
16
Properties=species:S:1:pos:R:3 method="wB97M-V/def2-TZVPD" homo_ev=-4.02 total_charge=-1 molar_mass_g_mol=118.112 orbital_gap_ev=7.33 lumo_energy_ev=3.305
C 0.2977 0.0252 2.6124
C -0.8102 1.1080 2.4834
O -0.4332 2.2460 2.8185
O -1.9471 0.7549 2.0619
H 0.5858 -0.0314 3.7365
H 1.1188 0.1985 1.9382
H -0.1227 -0.9586 2.4884
C -0.2896 -0.8978 -1.1681
C 0.1815 -0.5852 -2.5511
O 0.1933 -1.4616 -3.4014
N 0.7752 0.6302 -2.7870
H 1.0215 0.6511 -3.7697
H 0.6617 1.3112 -2.0545
H -0.4260 -0.0672 -0.4766
H 0.4778 -1.5957 -0.7670
H -1.2847 -1.3277 -1.1638


Computed energies relative to the best structure, in eV: one 0.000; two 0.354


--- one ---
16
Properties=species:S:1:pos:R:3 method="wB97M-V/def2-TZVPD" homo_ev=-4.91 total_charge=-1 molar_mass_g_mol=118.112 orbital_gap_ev=8.87 lumo_energy_ev=3.954
C 1.2680 0.8670 -1.6223
C -0.1056 1.2332 -2.2393
O -0.1956 1.7369 -3.3562
N -1.1455 1.1069 -1.3520
H -2.0499 0.9101 -1.6805
H -0.9575 0.7630 -0.4226
H 1.5821 1.7004 -0.9907
H 1.8911 0.5639 -2.3763
H 1.0066 0.1758 -0.7531
C 0.1618 -1.6614 2.5203
C -0.7181 -0.8283 1.5145
O -0.1837 0.2404 1.0993
O -1.8465 -1.2661 1.3038
H 0.5327 -1.1090 3.4290
H 1.1469 -1.8620 2.1366
H -0.3870 -2.5709 2.7896


--- two ---
16
Properties=species:S:1:pos:R:3 method="wB97M-V/def2-TZVPD" homo_ev=-4.46 total_charge=-1 molar_mass_g_mol=118.112 orbital_gap_ev=7.85 lumo_energy_ev=3.390
C 0.7326 0.2924 -1.4111
C 0.5682 -0.2783 0.0328
C 1.7279 0.3656 0.8186
O 3.4246 0.3612 0.3291
N -0.6535 0.1146 0.6426
C -1.9163 -0.2521 0.0622
O -1.8501 -1.2029 -0.7579
O -2.8895 0.4009 0.4718
H 1.6011 -0.1811 -1.8658
H -0.1280 0.1403 -2.0479
H 1.0282 1.3484 -1.2897
H 0.5673 -1.3693 -0.0903
H 1.7340 0.1777 1.8891
H 1.9909 1.3841 0.5695
H 2.6309 -0.4231 0.5281
H -0.7321 0.9634 1.1794


Computed energies relative to the best structure, in eV: one 0.000; two 4.412


--- one ---
16
Properties=species:S:1:pos:R:3 method="wB97M-V/def2-TZVPD" homo_ev=-4.58 total_charge=-1 molar_mass_g_mol=118.112 orbital_gap_ev=8.64 lumo_energy_ev=4.056
C -1.2303 2.7194 1.0260
C -0.8164 1.4543 0.1855
O -0.7576 0.4953 0.8959
O -0.5032 1.5751 -1.0120
H -1.8473 2.4040 2.0088
H -1.6145 3.4173 0.4712
H -0.3665 3.1195 1.4521
C 0.6066 -1.3323 -1.6544
C 1.1027 -2.0791 -0.4640
O 1.9197 -2.9951 -0.6980
N 0.8560 -1.8685 0.8449
H 1.3288 -2.5249 1.5419
H 0.0770 -1.1863 1.1663
H 0.9255 -1.7749 -2.5706
H 0.8556 -0.1610 -1.6461
H -0.5362 -1.2629 -1.5474


--- two ---
16
Properties=species:S:1:pos:R:3 method="wB97M-V/def2-TZVPD" homo_ev=-4.70 total_charge=-1 molar_mass_g_mol=118.112 orbital_gap_ev=8.75 lumo_energy_ev=4.047
C 2.0805 -2.5721 -0.9743
C 1.3915 -1.3845 -0.2672
O 2.1299 -0.4360 0.0531
O 0.1477 -1.4998 -0.0933
H 3.0380 -2.2606 -1.3683
H 1.3987 -2.9616 -1.7385
H 2.1990 -3.4376 -0.3120
C -0.1951 1.7350 0.9237
C -1.5640 1.6149 0.3281
O -2.2854 2.5847 0.1249
N -1.9469 0.3475 0.0422
H -2.7451 0.2647 -0.5690
H -1.2432 -0.3994 -0.0553
H -0.1063 2.6209 1.5594
H 0.5508 1.8143 0.1251
H 0.0944 0.8484 1.4905


Computed energies relative to the best structure, in eV: one 1.554; two 0.000